{"formula": "C40H38Cl2HgN7O5Si", "method": "the ωB97M-V functional and the def2-TZVPD basis", "orbital_gap_ev": [6.53, 6.51], "s_squared": 0.754, "e_above_lowest_ev": 1.474, "spin_multiplicity": 2, "total_charge": -2, "lumo_ha": [0.14888, 0.14803], "symbols": ["Hg", "C", "N", "C", "C", "C", "C", "C", "N", "C", "C", "C", "C", "C", "C", "H", "H", "H", "H", "H", "H", "H", "H", "H", "H", "H", "O", "C", "O", "C", "C", "N", "N", "C", "C", "O", "O", "H", "H", "H", "Cl", "C", "Cl", "H", "H", "C", "C", "C", "C", "C", "C", "Si", "C", "C", "C", "C", "C", "C", "C", "C", "C", "C", "C", "C", "H", "H", "H", "H", "H", "H", "H", "H", "H", "H", "H", "H", "H", "H", "H", "C", "N", "C", "C", "O", "N", "C", "N", "H", "H", "H", "H", "H", "H", "H"], "positions_angstrom": [[0.4024, -0.1039, -0.2244], [0.8825, -3.5536, 0.7816], [0.2271, -2.6518, -0.1251], [-0.5351, -3.1414, -1.0309], [-1.2539, -2.3858, -1.9800], [-2.2009, -2.8594, -2.9076], [-2.6514, -1.7437, -3.5954], [-1.9536, -0.6556, -3.0615], [-1.1268, -1.0324, -2.0917], [2.3820, -3.4733, 0.6594], [3.1726, -3.0150, 1.7042], [4.5440, -2.9173, 1.5580], [5.1479, -3.3059, 0.3750], [4.3681, -3.8013, -0.6570], [2.9964, -3.8805, -0.5187], [0.5548, -4.5959, 0.5933], [0.5931, -3.2858, 1.8030], [-0.6834, -4.2352, -1.0844], [-2.5231, -3.8823, -3.0293], [-3.3881, -1.7133, -4.3821], [-2.0468, 0.3827, -3.3412], [2.7195, -2.7130, 2.6368], [5.1391, -2.5154, 2.3656], [6.2202, -3.2187, 0.2556], [4.8316, -4.1149, -1.5833], [2.3890, -4.2261, -1.3410], [1.8990, -0.5673, 6.2735], [0.6757, -0.9867, 6.1631], [-0.0031, -1.3259, 7.1222], [0.0981, -1.0684, 4.7949], [-1.1742, -1.5330, 4.5219], [-1.3337, -1.4892, 3.1882], [-0.2583, -1.0100, 2.5747], [0.6348, -0.7527, 3.5135], [2.0006, -0.2467, 3.1095], [2.8209, -0.0156, 4.0511], [2.2334, -0.1093, 1.9127], [2.3451, -0.2976, 5.2736], [-1.9347, -1.8878, 5.1888], [-2.1464, -1.7291, 2.6428], [3.9268, -0.2793, -0.6419], [4.6740, 1.2037, -0.9779], [1.8903, 2.7461, -0.3646], [4.1068, 1.8853, -1.5857], [5.2788, 1.6190, -0.1900], [-4.9986, -1.3451, 1.8923], [-4.4859, -0.4004, 2.7660], [-3.4673, 0.4476, 2.3575], [-2.9307, 0.3710, 1.0751], [-3.4578, -0.5892, 0.2136], [-4.4804, -1.4314, 0.6096], [-1.4484, 1.4407, 0.4796], [-1.2078, 2.7142, 1.9018], [-0.0904, 2.6252, 2.7235], [0.0846, 3.4831, 3.7955], [-0.8493, 4.4708, 4.0537], [-1.9614, 4.5871, 3.2362], [-2.1404, 3.7134, 2.1761], [-2.1552, 2.4779, -0.9735], [-3.4233, 2.2496, -1.4985], [-3.8907, 2.9579, -2.5919], [-3.1072, 3.9441, -3.1612], [-1.8496, 4.1987, -2.6378], [-1.3712, 3.4625, -1.5683], [-5.7990, -2.0034, 2.2070], [-4.8785, -0.3274, 3.7730], [-3.0755, 1.1783, 3.0525], [-3.0539, -0.6791, -0.7816], [-4.8697, -2.1631, -0.0851], [0.6610, 1.8806, 2.5127], [0.9535, 3.3760, 4.4285], [-0.7144, 5.1495, 4.8880], [-2.6921, 5.3633, 3.4334], [-3.0185, 3.8092, 1.5483], [-4.0506, 1.4960, -1.0485], [-4.8648, 2.7308, -3.0099], [-3.4747, 4.5108, -4.0103], [-1.2387, 4.9760, -3.0762], [-0.3696, 3.6358, -1.2028], [2.7544, 1.2718, -5.7950], [2.1755, 0.4239, -4.7963], [2.3872, -0.9938, -4.8075], [1.9211, -1.3836, -3.3771], [1.8717, -2.5301, -3.0056], [1.6395, -0.2403, -2.7131], [1.8369, 0.7925, -3.5139], [1.6814, 2.0497, -3.1607], [2.7069, 0.7555, -6.7534], [3.8050, 1.5126, -5.5844], [2.1884, 2.1994, -5.8857], [3.4427, -1.2587, -4.9445], [1.7777, -1.5015, -5.5593], [1.6499, 2.3001, -2.1255], [1.9371, 2.7750, -3.8058]], "forces_ev_per_angstrom": [[-0.595, 0.159, 0.064], [0.007, -0.231, 0.313], [-0.040, 0.485, -0.483], [0.263, -0.440, 0.573], [-0.591, 0.402, -0.685], [0.180, -0.366, 0.346], [-0.319, 0.066, -0.370], [-0.101, 0.298, -0.154], [0.299, -0.260, 0.246], [0.103, -0.186, 0.127], [-0.140, -0.016, -0.015], [0.247, -0.036, 0.077], [0.057, -0.084, 0.100], [0.149, -0.098, -0.158], [-0.094, 0.023, 0.020], [0.045, 0.216, 0.052], [0.056, -0.055, -0.033], [0.052, 0.185, 0.070], [0.026, -0.107, -0.031], [-0.069, 0.011, -0.084], [0.030, 0.147, -0.024], [-0.092, 0.050, 0.029], [0.020, 0.043, 0.072], [0.042, 0.026, -0.010], [0.013, 0.018, -0.079], [-0.059, 0.012, -0.099], [0.462, 0.273, -0.564], [-0.166, -0.121, 0.147], [-0.076, -0.025, 0.088], [-0.127, -0.025, -0.264], [0.176, -0.016, 0.124], [0.298, -0.036, 0.435], [0.197, 0.004, -0.558], [-0.221, -0.173, 0.310], [-0.227, -0.001, -0.263], [0.103, -0.049, 0.701], [-0.096, 0.039, -0.271], [-0.255, -0.134, 0.242], [-0.127, -0.036, 0.122], [-0.001, 0.083, 0.005], [0.407, -0.031, -0.009], [-0.128, -0.003, 0.075], [0.018, 0.409, 0.473], [-0.047, 0.007, -0.179], [0.154, -0.077, 0.120], [-0.075, -0.054, 0.049], [-0.122, 0.043, 0.183], [-0.039, 0.248, 0.021], [0.416, 0.267, -0.148], [0.006, -0.083, -0.064], [-0.147, -0.214, -0.043], [-0.072, 0.381, 0.215], [0.125, -0.517, -0.477], [0.085, -0.093, 0.004], [0.098, 0.045, 0.155], [0.020, 0.049, 0.100], [-0.173, 0.150, 0.036], [-0.067, -0.073, -0.153], [0.150, -0.488, 0.382], [-0.026, -0.050, 0.084], [-0.240, -0.005, -0.113], [-0.048, 0.127, -0.156], [0.011, 0.132, -0.114], [0.076, 0.080, -0.056], [-0.015, -0.038, 0.016], [-0.007, 0.028, 0.048], [0.048, 0.034, 0.092], [0.058, -0.117, -0.201], [-0.002, -0.065, -0.074], [0.139, -0.072, -0.086], [0.111, -0.006, 0.040], [0.011, 0.001, 0.011], [-0.045, 0.005, -0.032], [-0.067, 0.030, -0.058], [-0.127, -0.097, -0.023], [-0.048, 0.018, 0.040], [0.023, -0.010, -0.001], [0.120, 0.054, -0.039], [0.146, 0.063, 0.114], [0.054, 0.107, 0.140], [-0.093, 0.197, -0.128], [-0.161, -0.295, 0.227], [0.420, 0.258, -1.002], [-0.083, -0.328, 0.247], [-0.273, 0.309, 1.122], [-0.020, -0.634, -0.576], [0.015, 0.224, -0.034], [-0.017, 0.063, -0.037], [0.014, 0.047, -0.037], [0.019, 0.041, -0.058], [-0.048, -0.020, 0.036], [0.047, -0.024, 0.020], [-0.030, -0.057, -0.243], [0.002, -0.010, -0.026]]}